No. 1
Below is a molecular structure, C33H42ClN7NdO2 at a distorted geometry, with properties calculated with ωB97M-V with the def2-TZVPD basis set.

Output
HOMO-LUMO gap (spin up / spin down), eV: 7.756 / 7.767
Charge: +1
ΔE to the lowest compared entry with this formula, charge and spin, kcal per mole: 0.0
Electronic energy, eV: -77228.6341
2S+1: 4
<S²>: 3.75
LUMO (spin up / spin down), eV: -2.16 / -2.15

Positions of all 86 atoms, in Å:
N (0.73544, -0.99115, -3.59776)
C (0.97867, -2.04260, -6.18839)
H (-4.75842, -0.77465, 0.97177)
H (-0.44824, 1.24928, -3.42256)
C (0.87926, 1.14044, 3.47585)
H (-2.02896, -2.13055, 0.09174)
N (-1.80696, 0.72761, 0.45082)
C (2.09141, 1.69989, 2.77744)
H (-5.04447, 1.19117, 2.47909)
H (1.95587, 1.67674, 1.69275)
N (-0.19015, 2.83686, -0.06855)
H (2.20591, 2.74917, 3.06514)
C (-0.64929, 1.19715, 5.34440)
C (-0.88969, -0.52044, 3.65732)
N (-0.92341, 1.56356, -2.58035)
H (2.78955, -4.06896, 1.61955)
Cl (5.07758, -0.49865, -1.45957)
C (2.95466, 1.17844, -1.51987)
H (-1.46154, -2.80862, 5.11901)
H (-2.85265, 1.48000, -1.77709)
C (-3.11904, 1.99682, 1.98344)
H (-2.07868, 3.28673, -0.82020)
C (-2.32132, 1.12955, -2.66310)
H (4.35408, 1.00850, -3.13015)
C (-4.13563, 1.06127, 1.90843)
H (0.69074, 3.33697, 0.01402)
Nd (0.59769, 0.24485, -0.79654)
H (4.96892, 1.83980, -1.68170)
H (-3.43276, -0.70710, -2.82130)
C (-2.38575, -0.38769, -2.76094)
C (2.50226, -3.54042, 0.72747)
H (-3.50618, -1.79955, -0.81211)
C (1.38089, -0.74611, -5.89979)
H (-1.36530, -1.98890, 2.16917)
C (-1.03811, 3.50364, -1.07193)
C (2.83774, -3.84250, -0.59029)
H (-1.25365, 3.78843, 1.52376)
H (1.45272, -2.08070, 2.77043)
C (3.37219, 0.93914, 3.11326)
N (0.61731, -0.51416, 1.71154)
H (1.80060, -0.10415, -6.66084)
H (0.01254, -2.85355, -3.06540)
H (-1.32229, -1.94106, -1.99644)
H (-1.90107, -0.69719, -3.68887)
C (-1.30087, 0.08637, 4.84131)
C (1.24185, -0.27313, -4.60112)
H (3.53940, 0.92047, 4.19057)
C (-0.84843, 2.80826, 1.23995)
H (-3.21141, 2.87506, 2.60479)
H (-0.12028, 2.52681, 2.00113)
C (4.36010, 1.00984, -2.04326)
H (-2.82853, 1.56350, -3.53559)
C (0.44300, 1.71024, 4.66512)
N (1.55254, -1.96223, -0.63120)
H (-1.76221, -3.87528, 3.74594)
C (-1.22298, -2.98546, 4.07045)
C (-2.54378, -1.37036, -0.50481)
H (-2.67657, -1.61352, 3.27713)
H (-1.38166, 3.55527, -3.18966)
H (0.97483, 2.56622, 5.06162)
C (-0.74176, 3.01740, -2.47809)
C (0.19391, 0.03162, 2.96556)
H (-0.93002, 4.59310, -1.02443)
O (2.71075, 0.96779, -0.30314)
N (-1.69013, -1.06242, -1.65327)
H (0.29699, 3.23378, -2.73312)
C (1.72915, -2.37956, 0.67837)
H (-0.15606, -3.19737, 4.00981)
C (-1.97040, 1.79930, 1.23001)
H (-2.14295, -0.33290, 5.37698)
H (1.56990, 0.72902, -4.35050)
C (1.25073, -1.64509, 1.78899)
C (0.46396, -2.80663, -5.15438)
H (0.14934, -3.82809, -5.31063)
H (2.34057, -2.74093, -2.43899)
H (3.32102, -0.09001, 2.75891)
C (2.24629, -2.85623, -1.37200)
C (-1.59736, -1.77579, 3.21365)
O (2.03221, 1.50346, -2.31689)
H (-0.98090, 1.65354, 6.26588)
H (3.44431, -4.65631, -0.94415)
C (-3.97858, -0.03310, 1.07514)
C (-2.79259, -0.16834, 0.37006)
H (4.23318, 1.40746, 2.63909)
C (0.36770, -2.24898, -3.89099)
H (1.07330, -2.44408, -7.18689)

No. 2
Below is 2 unconnected molecules or ions with the total composition C3H5NOS at a distorted geometry, with properties calculated with ωB97M-V with the def2-TZVPD basis set.

Output
HOMO-LUMO gap, eV: 8.059
ΔE to the lowest compared entry with this formula, charge and spin, kcal per mole: 96.9
Electronic energy, eV: -17561.0658
LUMO, eV: -0.14

Positions of all 11 atoms, in Å:
C (-0.68908, -0.54337, -0.54002)
H (-2.38160, 0.08873, 0.10404)
C (0.70283, 1.04663, 0.03052)
H (1.22946, 2.08340, -0.10815)
C (1.13417, 0.09481, 1.08933)
H (-1.95290, -1.06615, -1.94709)
H (2.19402, -0.05166, 0.92387)
S (0.33086, -1.44313, 0.68672)
N (-0.18310, 0.69883, -0.79929)
O (-1.15339, -1.35661, -1.51370)
H (0.76873, 0.44850, 2.07376)

No. 3
Below is 8 unconnected molecules or ions with the total composition C56H65BF9O27PSi at a distorted geometry, with properties calculated with ωB97M-V with the def2-TZVPD basis set.

Output
HOMO-LUMO gap, eV: 6.528
Structure (SMILES): CCOP(=O)(CCc1c2c(cc(CC)c1C(F)(F)CC[Si](C)(C)c1ccccc1)C(=O)c1c(B(O)CC)cccc1C2=O)OCC.O=C1OC[C@@H](F)O1.O=C1OC[C@@H](F)O1.O=C1OC[C@@H](F)O1.O=C1OC[C@@H](F)O1.O=C1OC[C@@H](F)O1.O=C1OC[C@@H](F)O1.O=C1OC[C@@H](F)O1
Electronic energy, eV: -156679.8228
LUMO, eV: -2.32

Positions of all 160 atoms, in Å:
H (4.12368, -9.48518, -1.37434)
C (-1.74402, 0.63868, -0.22851)
H (-3.56798, 3.47801, 5.85969)
C (-2.83814, 9.58213, -3.17314)
C (2.38422, 0.06365, -1.14638)
O (-3.89881, 10.41603, -2.98266)
C (-3.38749, 11.49432, -2.23252)
H (2.52611, -5.12851, -4.47553)
H (-0.43625, 4.58824, 2.71757)
H (7.20769, -12.35382, -1.25017)
H (3.56688, 1.92960, -0.08650)
H (-6.22695, 4.75811, -5.02215)
C (-4.46862, 6.25959, -1.46465)
C (3.61498, 1.17287, -0.98628)
H (0.49926, 5.12571, 4.37193)
H (-4.44384, 3.60593, -0.05441)
F (-4.04579, 12.61723, -2.59771)
O (-1.31654, -3.96501, 6.35315)
C (-2.98524, 8.01368, 0.14664)
C (2.15698, 1.42699, 7.59931)
O (-0.01949, -7.98858, -5.97866)
H (-6.69157, 7.48520, 1.52301)
C (-4.58330, -0.99480, -3.04994)
C (-2.49508, -4.56411, 6.70469)
H (-3.93563, 0.78713, -4.49151)
H (3.06782, -7.59419, -0.29153)
C (0.54906, 4.50656, 3.37837)
O (2.56238, 0.61778, 8.67991)
O (8.81459, -11.21109, -1.82919)
H (-2.26149, 2.57356, 1.07006)
C (-5.14128, 3.32530, -2.21196)
H (-1.80544, 12.14283, -3.55938)
H (-1.46443, -1.97810, 6.85671)
C (-3.22356, -0.68836, -2.19093)
O (0.62578, -0.22099, 7.86990)
H (1.85498, -7.42321, -1.58106)
C (8.85956, -10.12153, -1.00316)
C (-1.86512, -1.53071, -2.68574)
H (0.34041, 1.26017, 6.44639)
H (-1.31477, 11.96488, -1.85918)
C (-5.83052, 6.40350, -0.51578)
H (-1.39078, -6.48222, -6.25220)
C (3.32577, -4.78595, -5.28118)
O (-1.64987, 10.20260, -2.90018)
O (3.63967, -8.75672, -3.23430)
H (-0.43011, 2.17946, 0.86163)
O (-2.98834, -4.06241, 7.87160)
H (2.05691, 2.90599, 3.97886)
C (1.00704, -2.04980, -2.40934)
O (9.89118, -9.61664, -0.59242)
C (-2.91242, 4.77082, -3.89939)
H (0.64447, -6.19603, -3.96805)
C (-1.91094, -3.36627, 8.45597)
H (-1.96653, 8.54464, 0.37049)
H (-1.64937, 3.45706, 6.03126)
H (3.93337, 0.38082, 2.39763)
C (3.28080, -9.02047, -1.89694)
F (-2.40594, -2.30514, 9.13172)
F (0.51126, -5.85928, -6.42527)
H (3.89690, -5.76594, -5.60299)
C (4.10156, -7.47480, -3.23122)
C (-4.17532, 2.87307, -0.93647)
H (2.74078, -4.40464, -6.22859)
H (-3.53829, 11.30415, -1.16452)
O (4.75421, -6.98031, -4.13530)
H (-3.01763, 3.04337, -1.16888)
H (-5.02870, -0.53176, -5.32224)
H (-1.37345, 5.85745, 5.46623)
H (-5.55952, -1.14158, -2.37859)
C (-0.40215, -6.64260, -5.80902)
O (-2.93637, 8.42176, -3.53610)
O (-3.03484, -5.44490, 6.05604)
P (-1.49847, 1.90838, 4.00775)
C (0.70146, 1.13279, 7.47051)
H (-2.15493, 6.85199, -1.93018)
H (-1.95172, -2.27638, -3.58547)
C (-0.35666, -6.45096, -4.33156)
O (-2.21105, 1.05577, 5.17651)
F (-4.62659, 1.34856, 1.06311)
H (4.53477, -3.88316, -3.46461)
O (6.56162, -0.49617, 2.53837)
C (3.55413, -1.09478, -3.50235)
C (4.35481, -0.35782, 3.08770)
C (1.72143, -0.45407, 8.65520)
C (6.41602, 0.26271, 3.66068)
C (-2.51216, 5.50612, 5.52726)
H (-5.33603, 6.45657, -5.07552)
C (-4.83957, 0.06711, -4.30679)
H (2.74590, 1.17650, 6.71052)
C (-2.55492, 3.84852, 5.36612)
C (1.12212, 0.04773, -0.05055)
O (2.87976, -1.76729, -6.00896)
H (-1.37399, -4.02871, 9.14326)
O (-0.72049, -7.72740, -3.84548)
H (-2.42457, 5.77456, -4.27658)
C (-0.42477, -8.61853, -4.84042)
O (-2.42996, 3.41777, 3.93608)
H (-2.72948, 0.34860, 2.45954)
C (-0.37755, -0.19152, -0.72216)
H (6.63082, -9.60983, -2.50683)
F (2.35957, 2.72043, 7.93639)
C (-1.64529, 0.84715, 2.42488)
C (-5.75708, 7.37571, 0.80241)
H (5.65072, 0.05645, -4.11783)
C (-4.33670, 8.14000, 1.11467)
H (-2.86591, 5.84117, 6.61711)
C (-3.04936, 7.03365, -1.19068)
C (-5.84964, 5.66463, -4.34602)
H (-3.15523, 4.07000, -4.82340)
C (-3.22915, 0.40929, -0.96589)
H (-2.17078, 4.18977, -3.20575)
O (0.12913, 2.19565, 4.55591)
O (-0.51911, -9.82914, -4.72470)
C (-1.48871, 1.69686, 1.01500)
C (-4.47923, 1.30451, -0.44064)
H (-1.05930, -5.68630, -3.98951)
H (5.67743, 1.93792, -1.99161)
C (0.93670, 2.92512, 3.56623)
O (1.92406, -1.49693, 9.25458)
C (4.78430, 0.02236, -3.33026)
H (0.08508, 1.74333, 8.13887)
C (4.31959, -3.63884, -4.61130)
C (4.81697, 1.13960, -2.11538)
H (5.38148, -3.65119, -5.13854)
C (-1.95674, 11.55866, -2.64546)
F (5.08426, -1.41933, 1.13115)
C (6.76013, -10.27354, -1.64527)
H (7.23084, -11.90912, -2.97204)
C (7.45027, -11.55648, -1.96066)
C (5.36781, -1.23923, 2.44067)
C (-0.40923, -1.30470, -1.96930)
O (7.33550, 0.82875, 4.22816)
F (-5.81653, 0.97073, -0.95696)
O (1.03634, -3.34481, -2.73726)
F (2.22065, -9.85936, -1.89801)
O (7.61182, -9.66453, -0.70155)
H (1.40701, 4.98166, 2.69844)
H (1.97488, -1.41981, -5.69338)
F (5.56493, -10.50109, -1.05587)
Si (-4.60237, 5.05719, -2.96596)
H (-6.80804, 5.79758, -0.82619)
H (-0.04453, -2.81732, 7.52209)
H (3.53558, -0.92572, 3.53686)
H (-5.81151, 0.71567, -4.14115)
H (-5.08180, 2.57446, -3.10796)
H (-3.19873, 6.06319, 4.75398)
H (-0.88809, -0.04152, 2.53663)
C (2.35080, -1.05407, -2.39014)
H (-4.21495, 8.82438, 2.06207)
H (0.97981, 2.43604, 2.50415)
H (-4.43018, -2.05376, -3.57957)
H (-6.26539, 3.38766, -1.88696)
O (5.11396, 0.30612, 4.07807)
H (-6.80424, 6.18650, -3.91007)
O (3.75073, -6.81214, -2.08698)
H (5.49706, -2.20986, 2.93127)
C (-1.10629, -2.92126, 7.28285)
O (1.37162, 0.17975, 1.25348)
B (3.56080, -2.16173, -4.75331)
C (2.89798, -7.68050, -1.36814)

No. 4
Below is C22H31N3O4 in the gas phase, with properties calculated with ωB97M-V with the def2-TZVPD basis set.

Output
HOMO-LUMO gap, eV: 9.791
Structure (SMILES): CCOC(=O)[C@@]1(CC(=O)N[C@@H](Cc2cccnc2)C2CCCC2)CCCNC1=O
ΔE to the lowest compared entry with this formula, charge and spin, kcal per mole: 11.4
Electronic energy, eV: -35979.7968
LUMO, eV: 0.59

Positions of all 60 atoms, in Å:
C (1.79867, -1.99277, 1.11395)
C (-2.67961, -1.12489, 0.10288)
N (2.26215, -2.98525, 1.91831)
H (1.75127, -3.84557, 1.77910)
C (-2.34358, -0.34197, -1.18315)
H (-5.52662, 0.52204, -0.45758)
C (2.52299, -0.64466, 1.20194)
C (0.48998, 0.95186, -5.50627)
H (-2.42429, 2.33416, -2.03443)
C (-1.37730, 1.02659, -4.21082)
H (-1.70751, -0.25376, 3.57190)
C (4.02603, -0.87698, 1.39005)
C (0.07828, 0.94951, 3.48290)
C (0.62772, 1.94614, -3.34660)
H (4.42399, -1.34026, 0.48099)
C (-0.71986, 1.65865, -3.15970)
H (0.45288, 0.71634, 4.47997)
N (-0.80196, 0.67500, -5.35871)
H (-1.83005, -1.16524, 0.78801)
C (3.63256, -3.12091, 2.40923)
H (3.60860, -3.67225, 3.34946)
H (4.21193, -3.71486, 1.69343)
H (-4.67436, -1.16359, 0.98249)
H (1.17971, 2.45339, -2.56268)
C (-3.91654, -0.42693, 0.71443)
O (0.84300, -2.18137, 0.37808)
O (0.68412, 0.03637, 2.54078)
H (-3.66888, 0.10842, 1.63077)
H (2.29088, 1.80398, -4.70740)
H (-2.43355, 0.79280, -4.12724)
H (-0.86858, 2.82498, -1.39248)
H (0.04359, -0.72184, -0.78286)
C (-1.40152, 1.99778, -1.86115)
C (-1.41261, 0.83552, -0.84482)
O (2.69097, 0.88580, 3.06622)
C (2.27139, 0.18559, -0.07728)
N (-0.07077, 0.28144, -0.72488)
H (-4.15147, 1.56390, -0.14461)
H (0.93958, 0.65659, -6.44803)
C (1.24484, 1.58939, -4.53301)
H (-1.75145, 1.04925, 2.37290)
C (4.28795, -1.76655, 2.59658)
C (-4.44029, 0.53442, -0.37157)
C (2.00008, 0.17170, 2.38976)
C (-3.74452, 0.07096, -1.65147)
H (-2.92096, -2.15721, -0.15648)
C (-1.41421, 0.77740, 3.37260)
H (-4.24556, -0.81884, -2.04298)
C (0.94464, 0.94106, -0.14041)
H (-1.70402, 1.26486, 0.11999)
H (3.04197, 0.95504, -0.12456)
H (-1.91406, 1.42621, 4.09235)
H (4.51160, 0.08991, 1.51403)
H (-3.76230, 0.81923, -2.44101)
H (0.39490, 1.95877, 3.22158)
O (0.86029, 2.09009, 0.27456)
H (5.35913, -1.91074, 2.74168)
H (3.90450, -1.27927, 3.49368)
H (2.37533, -0.47069, -0.94236)
H (-1.84908, -0.96870, -1.93007)

No. 5
Below is a molecular structure, C33H33ClGeIN2OPd at a distorted geometry, with properties calculated with ωB97M-V with the def2-TZVPD basis set.

Output
HOMO-LUMO gap (spin up / spin down), eV: 2.905 / 4.893
Charge: -2
Electronic energy, eV: -120400.6731
2S+1: 2
<S²>: 0.77
LUMO (spin up / spin down), eV: 4.24 / 4.23

Positions of all 73 atoms, in Å:
H (2.05166, 4.94604, -2.71847)
H (-2.17098, 0.77297, 3.77778)
C (1.87397, 2.50393, -0.32763)
C (2.47773, 3.35322, -1.27148)
H (-3.58926, -0.03057, 3.25469)
H (-4.44082, 1.51404, -2.75050)
H (-3.14315, -2.42479, 2.30256)
C (-2.06236, -2.33234, 2.31816)
C (1.64254, -0.60990, 5.13833)
H (-1.51175, 0.99173, 1.13039)
H (3.14229, 2.46173, 5.13358)
N (-2.14283, -0.63257, -1.58708)
H (2.62044, 1.35795, -3.41706)
C (1.41509, -0.92361, -3.03902)
H (0.16322, 2.13258, 0.85887)
H (2.83218, -1.82585, -0.38949)
C (-1.67464, -0.87164, 2.39342)
C (3.77900, 3.07209, -1.69819)
H (3.15483, 1.12473, -5.13381)
C (-1.81681, -0.09594, 1.09464)
C (-4.85355, -3.06692, -2.12633)
Ge (1.53871, -0.07748, 1.01824)
C (-4.84859, -0.61023, -2.39345)
C (4.53320, 2.05877, -1.13152)
C (0.53711, 2.67982, 0.01556)
H (3.15632, -1.12859, -3.93291)
C (2.24603, 0.53862, 5.69504)
C (3.89759, 1.18057, -0.18287)
N (0.76430, -1.11344, -2.12229)
H (1.68244, -2.68883, 0.60825)
H (1.14836, -1.74993, 3.38227)
C (0.34229, 4.44972, -1.64929)
H (-2.88588, -0.27048, 0.72995)
H (-1.92594, -2.79047, 3.30445)
H (1.23204, -1.32066, 5.75068)
O (-1.00628, -2.89354, -0.61229)
C (2.67613, 1.54753, 4.78019)
C (-2.70240, 0.49560, -2.01955)
H (-0.62643, -0.75723, 2.61211)
H (1.44493, 1.25836, -4.79052)
H (-2.09398, 1.40420, -2.01085)
C (-2.20530, -2.98131, -1.06651)
H (5.55860, 1.82993, -1.51289)
H (4.25112, 3.73370, -2.41025)
C (-4.22052, -4.21441, -1.74221)
H (-0.28037, 5.07194, -2.28673)
C (2.54392, 1.37328, 3.41065)
C (2.37729, 0.81241, -4.39880)
H (-2.41642, -0.71243, 4.39830)
H (1.75922, -1.29789, -5.08131)
H (4.42005, 0.30852, 0.26220)
I (-1.95954, -5.94800, -0.40718)
C (-4.22292, -1.80319, -2.00278)
C (-2.91584, -4.20040, -1.21583)
H (-1.35524, 3.64387, -0.50886)
C (2.20811, -0.70164, -4.24120)
C (-0.29475, 3.61057, -0.66666)
Cl (-6.49714, -3.19815, -2.77485)
H (-5.84244, -0.66672, -2.80690)
C (-4.06877, 0.55596, -2.34010)
Pd (-0.51016, -0.64173, -0.45747)
H (2.45357, 0.53223, 6.77157)
C (-2.53328, -0.21194, 3.50859)
H (3.15059, -2.08354, 1.34542)
H (-1.60106, -2.93085, 1.46498)
C (-2.86783, -1.79788, -1.52995)
H (-4.81193, -5.11172, -1.91825)
H (2.90688, 2.13250, 2.70230)
C (1.54025, -0.76558, 3.75615)
C (2.57574, 1.31491, 0.13444)
C (1.92472, 0.22010, 2.91097)
C (2.39007, -1.85852, 0.61329)
C (1.68664, 4.35682, -1.90466)